{"formula": "C3H7NO2", "method": "ωB97M-V/def2-TZVPD", "symbols": ["C", "C", "N", "O", "C", "O", "H", "H", "H", "H", "H", "H", "H"], "xyz": [[-1.04638, 1.30024, 0.10528], [-0.74484, 0.09401, -0.39110], [-1.66090, -0.85663, -0.81850], [0.53267, -0.32444, -0.63941], [1.55226, 0.06658, 0.26937], [1.94934, -1.01697, 1.04396], [-2.06609, 1.56100, 0.35739], [-0.28543, 2.06248, 0.21065], [-2.61611, -0.64968, -0.56156], [-1.40262, -1.81542, -0.62755], [2.37137, 0.46216, -0.34434], [1.20256, 0.82959, 0.96710], [2.21416, -1.71293, 0.42872]], "energy_ha": -323.71250, "homo_lumo_gap_ev": 9.2, "e_homo_ev": -8.297, "mol_weight_g_mol": 89.09, "relative_energy_kj_mol": 179.7}